The following is a DFT calculation (the ωB97M-V functional and the def2-TZVPD basis) of a molecular structure, C5H7P.

XYZ file:
```
13
Properties=species:S:1:pos:R:3:forces:R:3
C -0.880 -1.091 0.395 0.44 0.68 -0.67
C 0.292 -1.417 -0.139 -0.50 -1.82 1.20
C -0.963 0.267 -0.237 2.87 -1.86 0.77
C -1.716 1.330 -0.138 0.58 -1.08 -0.86
C 0.877 -0.283 -0.806 -3.09 2.26 2.66
P 2.224 0.570 0.147 1.27 -0.82 -1.62
H -1.382 -1.699 1.161 -0.43 0.74 -0.57
H 0.690 -2.397 -0.045 0.85 -0.78 0.05
H -1.393 2.189 -0.643 -0.10 1.41 -0.37
H -2.688 1.128 0.224 -1.03 0.49 0.57
H 1.198 -0.527 -1.756 0.38 0.27 -2.42
H 1.948 0.107 1.385 -0.44 -0.63 1.34
H 1.791 1.823 0.451 -0.80 1.14 -0.06
```
Positions in Å, forces in eV/Å.

## Properties
calculated total energy: -535.89081 Eh
net charge: 0

Results of the Löwdin charge analysis, in e, for atoms 1 through 5: atom 1 (C): -0.076, atom 2 (C): -0.258, atom 3 (C): -0.141, atom 4 (C): 0.020, atom 5 (C): -0.395